No. 1
The following is a DFT calculation (ωB97M-V with the def2-TZVPD basis set) of C2H3BrS as an isolated structure in a non-equilibrium geometry.

Geometry as XYZ:
```
7
Properties=species:S:1:pos:R:3:forces:R:3:mulliken_charge:R:1
Br -3.6719 0.4435 -1.1695 0.2608 -0.0455 0.0715 -0.140
S -0.6883 0.8092 -1.2139 1.5553 -1.0000 0.8250 -0.067
C 0.7837 0.1307 -0.3607 -0.4386 2.4627 -3.0612 -0.195
C 0.7018 -0.5387 0.7521 -1.6256 -0.7021 4.1510 -0.388
H -0.3088 -0.8011 1.1852 1.0445 0.0920 -0.9226 0.250
H 1.7312 0.5475 -0.7746 -0.7728 -0.5211 0.4227 0.292
H 1.4522 -0.5910 1.5813 -0.0236 -0.2860 -1.4864 0.248
```
Forces are in eV/Å.

Values from the calculation:
Spin multiplicity: 1
Energy relative to the best compared isomer or geometry (same formula, charge and spin), kcal per mole: 57.8
HOMO (spin up / spin down), eV: -9.91 / -9.44
DFT total energy, Eh: -3050.085552



No. 2
The following is a DFT calculation (ωB97M-V with the def2-TZVPD basis set) of a 6-piece molecular cluster, C10H29BF3N10O7 overall in a non-equilibrium geometry.

Geometry as XYZ:
```
60
Properties=species:S:1:pos:R:3:forces:R:3:mulliken_charge:R:1
F 7.1227 3.9671 -3.0198 -4.4035 0.1771 2.0344 -0.272
F 5.5766 4.1863 -1.0886 0.9444 -0.5970 -4.5898 -0.242
F 4.9975 5.0525 -3.2403 2.2910 -2.6043 2.2275 -0.302
O 3.8678 -0.0901 4.8167 -0.1330 -0.1506 0.1367 -0.662
O -5.3331 2.9310 2.5412 -0.3448 0.2544 -0.0185 -0.685
O -1.0064 -1.4665 3.3600 -0.3438 -0.1038 0.4314 -0.707
O 1.7239 1.4246 -0.5034 6.8896 -0.5629 1.7275 -0.630
O -6.4214 -3.8259 -2.7892 -0.2629 -0.0093 -0.4211 -0.602
O 3.7403 2.0003 0.7456 -2.4445 -0.5346 -3.2269 -0.302
O -3.9598 -2.2300 0.1829 0.1019 0.2008 0.5279 -0.708
N -7.3615 -5.8650 -2.9745 0.4508 -1.3430 0.3409 -0.373
N 4.6359 1.6887 3.6668 0.3437 0.0432 -0.9466 -0.277
N -8.4622 -4.0336 -3.7209 -0.9452 0.9341 -0.5753 -0.426
N -4.1051 -3.7217 -1.4994 0.9091 -1.2724 0.1184 -0.317
N 0.7249 -0.4925 2.2969 1.1625 0.3008 0.5207 -0.239
N -4.7017 -1.5648 -1.8378 -0.3105 1.4108 -0.5179 -0.309
N -1.2275 -0.8422 1.2066 -1.2010 0.1181 -0.7850 -0.258
N -3.0996 3.2263 2.5535 0.9526 1.3096 -0.0066 -0.338
N -3.9704 1.1377 2.6020 -0.2962 -1.1197 0.0395 -0.294
N 4.1721 1.8759 5.8742 -0.2163 0.6054 1.7235 -0.395
C 4.9141 2.5437 -3.0398 1.1022 0.4964 -1.0084 -0.360
C -7.3554 -4.5299 -3.1392 0.3781 0.3814 0.1248 0.567
C 4.2038 1.0833 4.7877 -0.0138 -0.5982 -0.6020 0.685
C -4.2378 -2.4890 -0.9774 0.0729 -0.1841 0.1435 0.537
C 5.6978 3.9101 -2.5433 -0.8383 0.4922 -0.9341 0.724
C 3.7520 0.0511 -1.2307 -0.5031 0.1258 0.9994 -0.545
C -4.2063 2.4616 2.5641 -0.4993 -0.2458 0.0076 0.562
C 3.0245 1.1867 -0.2920 -5.0795 0.5572 -1.2994 0.512
C 5.7544 1.1565 -2.8040 0.1120 -0.0811 -0.9762 -0.621
C -0.5332 -0.9657 2.3522 0.2790 -0.1085 0.1796 0.660
B 5.3691 0.3279 -1.4371 0.0247 -0.3135 -0.1632 0.236
H -9.2415 -4.5972 -4.0160 0.1536 0.1130 0.0802 0.158
H 4.9169 2.6537 3.6233 -0.0687 -0.2252 -0.0490 0.144
H 1.2819 -0.5661 3.1381 -0.0780 0.0188 -0.2896 0.119
H -4.7764 0.5265 2.6112 0.3866 0.1831 -0.0245 0.160
H 3.8530 1.4593 6.7390 0.1210 0.1970 -0.3620 0.225
H -2.1634 2.8582 2.5719 -0.1577 0.0021 -0.0258 0.183
H 1.1321 -0.0769 1.4763 -0.0546 0.0483 -0.0374 0.135
H 4.7803 2.6592 -4.2202 0.3088 0.2885 2.6273 0.291
H 5.5016 0.4390 -3.7222 0.4603 1.6884 1.6195 0.167
H 3.2730 2.8984 0.6742 0.6250 -1.9419 0.3004 0.261
H -4.8164 -0.6237 -1.4851 0.0745 -0.3728 -0.1334 0.229
H 3.2639 0.0426 -2.2942 0.1297 0.1890 2.2343 0.201
H 4.4449 2.8442 5.8701 -0.0564 -0.2191 -0.0360 0.157
H 6.9306 1.2873 -2.8167 -2.4291 0.2127 -0.2386 0.123
H -0.8550 -0.4328 0.3665 0.0612 -0.0418 0.1328 0.134
H 3.5818 -1.0219 -0.7371 0.1448 2.4690 -0.8280 0.119
H -3.2326 4.2287 2.5252 0.0780 -0.4408 0.0014 0.201
H -3.0499 0.7325 2.6213 -0.0515 -0.0577 -0.0011 0.183
H -4.9361 -1.7590 -2.7967 -0.0693 -0.1176 0.2717 0.178
H 4.6750 1.1274 2.8261 -0.0311 0.3433 0.0720 0.119
H -3.7588 -4.4471 -0.8851 -0.0637 0.3764 -0.2207 0.218
H -4.3289 -3.9543 -2.4522 -0.1951 0.1346 0.3539 0.196
H -8.1212 -6.4613 -3.2563 0.1525 0.1322 0.0704 0.168
H 3.8399 2.5637 -2.5763 2.1546 -0.0217 -0.6260 0.161
H -6.5471 -6.2792 -2.5404 -0.3563 0.1262 -0.1401 0.213
H 5.8679 -0.7561 -1.5536 0.3317 -0.6423 -0.2192 -0.235
H -2.1789 -1.1860 1.2053 0.1633 -0.1250 -0.2591 0.212
H 5.8657 0.7790 -0.4463 0.1114 0.4993 0.4508 -0.260
H -8.4982 -3.0327 -3.8634 -0.0243 -0.3944 0.0635 0.218
```
Forces are in eV/Å.

Values from the calculation:
Spin multiplicity: 1
Total charge: -1
HOMO, eV: -5.53
DFT total energy, Eh: -1797.284943



No. 3
The following is a DFT calculation (ωB97M-V with the def2-TZVPD basis set) of C54H53N9O3PSTi as an isolated structure in a non-equilibrium geometry.

Geometry as XYZ:
```
122
Properties=species:S:1:pos:R:3:forces:R:3:mulliken_charge:R:1
Ti 0.0443 -0.2713 -0.7004 -0.5916 0.3492 -0.8165 -0.655
S -3.0479 -1.9340 -3.6205 0.2928 0.1695 0.2521 -0.164
P -0.2237 0.2239 2.7386 -0.0986 -0.0713 -0.5824 -0.547
O 2.1764 -2.2965 1.3616 0.2056 -0.1460 0.0924 -0.498
O -0.9435 1.0739 -4.2275 0.0873 0.0283 -0.0555 -0.368
O 0.4088 1.3182 -1.9513 -0.1889 -0.0774 -0.2535 0.319
N 1.6214 0.5013 0.5586 0.1701 0.0756 0.3545 1.580
N -0.5481 -1.7087 0.6863 -0.0124 -0.0356 0.4906 1.528
N -1.2277 1.1858 0.2799 -0.2408 0.1011 0.5175 1.353
N 2.6358 -2.8325 -2.9355 -0.1343 0.1654 0.0985 0.552
N -2.1721 2.1017 2.0606 0.1189 -0.1800 -0.1536 0.514
N -1.3933 -0.8010 -1.7216 0.2028 0.0181 -0.1618 -0.023
N 1.2728 -1.3862 -1.9990 0.0831 -0.1472 0.0690 2.022
N -1.2732 -2.3385 2.6738 0.1848 0.1903 -0.2360 0.502
N 2.3394 1.1755 2.5414 -0.1859 -0.1678 -0.2127 0.429
C -2.5667 2.3176 3.4465 -0.0108 0.0659 0.3264 -0.975
C -2.2811 3.8935 -1.8633 0.0201 -0.1057 -0.0332 -0.456
C 5.3224 1.7560 -3.0189 0.0145 0.0062 -0.0180 -0.790
C 2.2265 -2.2900 -1.7910 0.1146 -0.0341 0.1730 -2.023
C -2.8087 4.4206 -3.0322 0.0082 0.0363 0.0068 -1.196
C -2.5464 -4.2438 -0.9806 0.0390 0.1006 -0.0271 -0.257
C -5.9704 4.5388 0.4841 -0.0385 -0.0092 -0.0282 -0.894
C -4.0092 -5.7990 3.3105 -0.0485 -0.0020 0.0456 -0.847
C -1.6212 -5.6298 -2.7102 -0.0253 -0.0158 -0.0289 -0.618
C -2.7205 -5.1524 -2.0112 -0.0154 -0.0208 0.0025 -1.252
C -3.5706 4.8783 1.8392 0.0007 -0.0491 -0.0962 -0.227
C 4.8891 2.8103 -2.2268 -0.0106 0.0629 0.0076 -0.870
C 3.3302 1.4887 1.6473 -0.0589 -0.1370 -0.3393 0.707
C -1.2774 1.1994 1.6189 0.0559 0.2207 0.1794 -1.046
C -3.6223 3.6395 -3.8416 0.0702 0.0043 0.0005 -0.493
C -1.5749 -3.3635 1.8074 0.1795 0.0214 -0.3528 0.822
C 1.0676 -1.3689 -3.3672 0.1016 -0.1884 -0.2478 0.078
C 4.5949 2.1418 2.0073 0.1291 0.0498 0.1222 0.074
C -4.9728 3.5859 0.3622 0.0426 -0.0613 0.1263 -0.133
C 6.9975 3.3871 2.6445 0.0009 -0.0087 -0.0482 -0.504
C -2.5374 2.5702 -1.4998 0.0588 -0.0691 -0.1037 2.271
C -1.1151 -2.9693 0.5694 -0.2450 -0.2412 0.1695 -1.611
C 1.9071 -2.2594 -3.9501 -0.1887 0.2092 -0.0542 -1.975
C 4.0737 2.5707 -1.1337 -0.0234 -0.0759 -0.0297 -0.630
C -3.4177 -4.6075 2.9244 0.0218 0.0275 -0.1447 -0.303
C -0.3456 -5.2052 -2.3673 0.0532 0.0065 -0.0296 -0.855
C 1.3301 0.5902 1.8649 0.0966 0.0657 0.2990 -1.132
C -5.7738 5.6562 1.2834 0.0213 0.0261 -0.0038 -0.486
C -3.8977 2.3272 -3.4779 -0.0477 -0.1128 -0.0474 -1.504
C 4.5981 3.3335 2.7337 -0.0202 -0.0214 -0.1398 -0.321
C -2.2063 -7.0253 2.2978 -0.0203 -0.0721 -0.0276 -0.873
C -2.7327 2.7095 0.9683 0.0704 -0.1369 -0.3291 0.766
C -2.1092 -1.3184 -2.5483 -0.4830 -0.1514 -0.4232 0.948
C 3.6772 -3.8308 -3.1110 0.2864 -0.2806 -0.0962 -0.981
C -4.5684 5.8328 1.9480 0.0002 0.0125 0.0625 -0.860
C 4.9590 0.4584 -2.6938 -0.0003 -0.0356 -0.0384 -0.781
C -1.2683 -3.8013 -0.6389 -0.0418 -0.0363 -0.0320 0.622
C 3.6707 1.2702 -0.8215 -0.0025 -0.0107 -0.0630 0.601
C 5.8050 1.5830 1.5969 -0.0834 -0.0293 0.0648 -0.111
C -0.1692 -4.3045 -1.3286 -0.0739 -0.0169 0.0560 0.578
C -1.6170 -5.8388 1.8964 0.0200 0.0963 0.0536 -0.103
C -2.1522 2.1285 -0.1407 -0.1358 0.2758 0.2070 -2.098
C -3.4001 -7.0077 3.0060 0.0032 0.0204 -0.0302 -0.490
C -3.3597 1.7925 -2.3120 0.0246 0.0196 -0.0392 -0.478
C 0.9003 2.6683 -1.8405 0.2787 0.3435 0.1735 -1.117
C -0.6622 -1.3659 1.9769 0.1378 -0.0940 0.2517 -0.599
C 6.9997 2.2029 1.9201 0.0486 0.0144 -0.0299 -0.876
C -3.7718 3.7428 1.0534 -0.0808 0.1047 0.1036 0.019
C -2.2159 -4.6202 2.2155 -0.0468 -0.0965 0.1590 0.091
C -1.5390 -2.3283 4.1064 -0.0845 0.0178 0.3419 -1.073
C 5.7967 3.9538 3.0459 -0.0033 0.0523 0.0478 -0.877
C 2.3893 1.4098 3.9793 0.0063 0.0762 0.3478 -1.049
C 2.8847 1.0590 0.4136 0.2485 0.1691 0.1427 -1.261
C 4.1470 0.2183 -1.5950 0.0201 0.0758 0.0549 0.485
H -5.1325 2.7035 -0.2441 -0.0184 0.0096 -0.0118 0.481
H 0.5110 -5.6103 -2.8909 0.0170 0.0042 0.0181 0.481
H 5.8049 0.6629 1.0260 0.0228 -0.0046 -0.0051 0.441
H 3.6620 3.7990 3.0193 0.0001 0.0018 0.0383 0.460
H 4.0874 -4.1180 -2.1464 -0.0582 0.0578 0.0357 0.363
H 3.4266 1.5086 4.2862 0.0078 -0.0266 -0.0672 0.491
H 3.7525 3.3975 -0.5118 -0.0109 0.0024 0.0140 0.570
H -2.4885 -1.8406 4.3253 0.0006 -0.0168 -0.0629 0.344
H -4.4080 6.7097 2.5603 -0.0093 0.0122 -0.0075 0.434
H 4.4782 -3.4323 -3.7315 -0.0243 0.0684 0.0474 0.363
H -4.0605 4.0579 -4.7375 -0.0005 0.0002 -0.0082 0.519
H -0.6566 1.1631 -5.1449 0.0140 0.0972 0.0373 0.230
H 2.0375 -2.5305 -4.9832 0.0407 -0.0252 0.0054 0.523
H 0.3256 -0.7524 -3.8398 -0.0194 0.0202 0.0438 0.320
H -4.5668 1.7294 -4.0854 0.0117 -0.0077 0.0175 0.463
H -1.8477 1.4244 -4.1854 -0.0063 0.0462 0.0522 0.144
H 5.1948 3.8219 -2.4573 0.0031 0.0062 0.0014 0.471
H 5.9622 1.9458 -3.8698 0.0073 -0.0056 -0.0059 0.476
H 7.9370 1.7671 1.6024 -0.0008 -0.0179 0.0037 0.462
H -3.6261 0.7889 -2.0090 -0.0274 -0.0157 0.0318 0.920
H 0.8240 -4.0383 -0.9993 0.0336 -0.0248 -0.0098 0.391
H -3.4034 -3.8816 -0.4264 -0.0117 -0.0075 0.0102 0.590
H -1.7380 -7.9700 2.0576 0.0217 0.0059 -0.0078 0.463
H -1.9454 3.0732 3.9254 0.0055 0.0181 -0.0783 0.333
H -2.4772 1.3880 4.0034 -0.0257 -0.0059 -0.0383 0.367
H 1.9413 0.5760 4.5136 0.0139 -0.0218 -0.0566 0.391
H -1.5891 -3.3522 4.4660 0.0389 -0.0095 -0.0576 0.457
H 3.0487 -2.0906 1.7227 -0.0261 -0.0948 0.0339 0.246
H -1.7556 -6.3516 -3.5043 -0.0049 0.0037 -0.0144 0.493
H 7.9332 3.8732 2.8838 0.0010 0.0043 0.0265 0.441
H 3.9330 -0.7944 -1.2954 0.0075 -0.0355 -0.0031 0.512
H 2.6133 -2.5596 -0.8223 -0.0093 0.0089 0.0288 0.895
H -0.6882 -5.8509 1.3396 0.0058 -0.0263 -0.0033 0.433
H -3.8601 -7.9370 3.3124 -0.0015 -0.0059 0.0088 0.441
H 0.9423 2.9441 -0.7881 -0.0449 -0.0858 -0.0037 0.311
H -2.6269 5.0253 2.3514 0.0013 0.0048 0.0164 0.466
H -0.0595 1.2537 -2.8302 -0.0708 -0.1341 0.0029 0.060
H -3.7141 -5.5009 -2.2590 -0.0076 0.0092 -0.0107 0.490
H 1.8612 2.3256 4.2431 0.0186 -0.0034 -0.0404 0.329
H 1.9705 -3.1809 1.6921 0.0813 0.0288 0.0343 0.256
H 3.2774 -4.7161 -3.6023 -0.0889 0.0354 0.0476 0.365
H -3.6005 2.6512 3.4686 0.0081 -0.0225 -0.0320 0.429
H -4.9489 -5.7845 3.8454 0.0014 -0.0013 0.0128 0.437
H -6.5598 6.3906 1.3931 -0.0041 0.0129 -0.0372 0.446
H 5.3323 -0.3695 -3.2827 0.0091 -0.0048 0.0043 0.497
H -6.9090 4.4010 -0.0350 -0.0048 0.0138 -0.0047 0.463
H -2.6091 5.4514 -3.2919 -0.0089 0.0001 -0.0221 0.492
H -0.7422 -1.8044 4.6284 0.0183 -0.0251 -0.0423 0.411
H 5.7931 4.8851 3.5955 0.0020 -0.0015 0.0112 0.440
H -1.6925 4.5235 -1.2073 0.0060 -0.0010 0.0129 0.727
H -3.9106 -3.6669 3.1406 -0.0082 -0.0006 0.0332 0.457
H 1.8975 2.7275 -2.2674 -0.0554 -0.0748 -0.0301 0.288
H 0.2337 3.3472 -2.3647 -0.1276 -0.1062 -0.0161 0.648
```
Forces are in eV/Å.

Values from the calculation:
Spin multiplicity: 1
Energy relative to the best compared isomer or geometry (same formula, charge and spin), kcal per mole: 1.4
Total charge: +3
HOMO, eV: -14.83
DFT total energy, Eh: -4396.498077